This record from the Open Molecules 2025 dataset describes a 2-piece molecular cluster, C4H12NOS2 overall. The level of theory is wB97M-V/def2-TZVPD.

```
! RIJCOSX wB97M-V def2-TZVPD def2/J DEFGRID3
* xyz -1 1
C -1.967 -0.136 -1.172
N -0.516 0.074 -1.319
C -0.182 0.115 -2.827
O -0.841 1.025 -3.512
H -2.445 0.395 -2.009
H -2.342 0.281 -0.236
H -2.209 -1.200 -1.243
H -0.382 1.051 -1.053
H -0.309 -0.967 -3.092
H 0.924 0.302 -2.815
C 2.547 -0.249 1.855
C 1.085 0.099 1.554
S 0.173 0.055 3.110
S -1.785 0.446 2.563
H 2.604 -1.214 2.357
H 2.992 0.548 2.455
H 3.104 -0.291 0.919
H 0.663 -0.612 0.852
H 1.038 1.116 1.176
H -2.154 -0.838 2.437
*
```

## Properties
**E_LUMO**: 2.82 eV
**Relative energy (zero: lowest compared OMol25 entry of this formula, charge and spin)**: 48.32 kcal per mole
**HOMO energy**: -2.56 eV
**Kohn-Sham gap**: 5.39 eV